This record from the OMol25 dataset describes a molecular structure, C45H46BrFN3O6PSbSn in a non-equilibrium geometry. The level of theory is ωB97M-V/def2-TZVPD.

Positions of all 105 atoms, in Å:
Sn 0.407 -0.555 -1.075
C -4.129 1.556 3.356
C -4.450 1.123 2.074
C -3.574 0.308 1.378
C -2.363 -0.089 1.954
C -2.057 0.334 3.243
C -2.937 1.157 3.938
P -1.182 -1.092 0.980
C -0.184 -1.946 2.237
C -0.619 -3.058 2.960
C 0.195 -3.612 3.933
C 1.451 -3.071 4.190
C 1.894 -1.976 3.467
C 1.076 -1.415 2.495
C -2.261 -2.341 0.226
C -3.342 -2.884 0.878
C -4.089 -3.932 0.305
C -3.710 -4.437 -0.908
C -2.609 -3.892 -1.612
C -2.199 -4.447 -2.849
C -1.111 -3.942 -3.496
C -0.435 -2.823 -2.955
C -0.835 -2.227 -1.792
C -1.901 -2.796 -1.061
H -4.815 2.189 3.902
H -5.390 1.414 1.622
H -3.844 -0.043 0.389
H -1.129 0.026 3.709
H -2.689 1.477 4.941
H -1.582 -3.506 2.761
H -0.147 -4.474 4.490
H 2.087 -3.516 4.944
H 2.880 -1.564 3.638
H 1.441 -0.575 1.914
H -3.637 -2.496 1.845
H -4.935 -4.345 0.838
H -4.241 -5.270 -1.352
H -2.746 -5.293 -3.246
H -0.757 -4.380 -4.420
H 0.437 -2.484 -3.492
C 0.964 4.280 -0.722
C -0.158 3.843 -1.659
C 0.249 3.811 -3.128
Sb -0.973 1.974 -0.974
C -1.791 2.560 0.937
C -2.311 3.995 0.905
C -0.785 2.341 2.063
C -2.687 1.507 -2.197
C -2.288 1.218 -3.642
C -3.807 2.536 -2.102
H 1.356 5.249 -1.042
H 1.789 3.564 -0.712
H 0.619 4.387 0.305
H -1.006 4.521 -1.526
H 0.870 2.942 -3.363
H 0.826 4.707 -3.368
H -0.620 3.793 -3.785
H -2.629 1.880 1.068
H -1.503 4.723 0.843
H -2.842 4.187 1.841
H -3.009 4.184 0.089
H 0.066 3.018 1.984
H -0.395 1.322 2.078
H -1.271 2.531 3.023
H -3.028 0.568 -1.745
H -2.064 2.136 -4.185
H -3.114 0.724 -4.159
H -1.420 0.561 -3.717
H -3.479 3.521 -2.445
H -4.187 2.636 -1.085
H -4.643 2.235 -2.739
F 4.710 5.764 0.176
C 4.218 4.715 -0.477
C 4.232 3.494 0.061
N 3.706 2.392 -0.593
C 3.927 1.058 -0.044
C 2.768 0.369 0.654
O 3.012 -0.362 1.580
O 1.549 0.607 0.188
C 3.119 2.514 -1.825
O 2.569 1.586 -2.400
N 3.185 3.772 -2.381
C 3.665 4.954 -1.807
O 3.593 6.010 -2.380
H 4.662 3.315 1.036
H 4.738 1.116 0.676
H 4.239 0.383 -0.845
H 2.788 3.864 -3.305
N 1.570 -0.059 -4.473
C 1.141 -0.237 -3.423
H 1.992 0.064 -5.373
Br 6.262 -5.323 2.388
C 4.539 -4.854 1.761
C 3.434 -5.551 2.225
C 2.172 -5.203 1.764
C 2.019 -4.165 0.859
C 3.137 -3.478 0.402
C 4.407 -3.825 0.849
C 3.021 -2.351 -0.575
O 3.986 -1.831 -1.091
O 1.774 -2.013 -0.848
H 3.561 -6.357 2.934
H 1.305 -5.746 2.118
H 1.036 -3.892 0.498
H 5.267 -3.285 0.481

The calculation puts the largest force on an atom at 2.50 eV/Å. The calculation puts the frontier orbital gap at 0.2810 Ha. As for the highest occupied orbital energy: -10.65 eV. The charge is +1. As for the spin multiplicity: 1.

***

This record from the OMol25 dataset describes a molecular structure, C45H46ClN7O5SSn. The level of theory is ωB97M-V/def2-TZVPD.

Positions of all 106 atoms, in Å:
Sn 1.059 -0.219 -0.725
C 1.337 -2.042 -3.979
O 1.511 -2.494 -2.611
C 2.328 -3.477 -2.347
C 3.071 -4.184 -3.300
C 3.721 -5.330 -2.918
C 3.666 -5.851 -1.596
C 2.991 -5.170 -0.643
C 2.353 -3.926 -0.970
N 1.843 -3.102 -0.066
N 1.801 -3.486 1.160
C 0.799 -3.454 1.950
C -0.574 -3.063 1.364
O -0.606 -2.704 0.202
C -1.701 -3.057 2.280
C -1.510 -3.330 3.579
C -0.212 -3.633 4.176
C -0.115 -3.879 5.539
C 1.111 -4.201 6.106
C 2.247 -4.285 5.314
C 2.165 -4.036 3.951
C 0.943 -3.702 3.381
H 1.194 -2.896 -4.636
H 0.436 -1.438 -3.961
H 2.196 -1.439 -4.268
H 3.131 -3.841 -4.321
H 4.301 -5.863 -3.660
H 4.194 -6.762 -1.357
H 2.989 -5.491 0.389
H -2.681 -2.853 1.869
H -2.363 -3.332 4.249
H -1.002 -3.821 6.157
H 1.177 -4.394 7.168
H 3.196 -4.557 5.755
H 3.048 -4.105 3.329
C 9.264 2.465 -0.286
C 7.899 1.939 -0.624
C 7.308 2.238 -1.849
C 6.045 1.770 -2.167
C 5.369 0.986 -1.239
C 5.940 0.656 -0.015
C 7.204 1.132 0.278
S 3.755 0.455 -1.614
O 3.551 -0.855 -0.967
O 3.567 0.501 -3.042
N 2.614 1.294 -0.841
C 2.004 2.431 -1.409
C 2.651 3.551 -1.905
C 1.860 4.571 -2.403
C 0.475 4.439 -2.396
C -0.072 3.266 -1.914
N 0.681 2.269 -1.440
H 9.430 3.442 -0.738
H 10.037 1.792 -0.663
H 9.398 2.553 0.791
H 7.846 2.847 -2.566
H 5.593 1.989 -3.125
H 5.404 0.031 0.686
H 7.663 0.879 1.225
H 3.729 3.625 -1.879
H 2.321 5.466 -2.800
H -0.166 5.224 -2.770
H -1.143 3.104 -1.917
C -5.670 3.457 0.842
C -4.317 2.956 1.368
C -3.296 3.177 0.243
C -3.938 3.843 2.561
C -4.407 1.452 1.821
O -5.512 1.250 2.694
C -4.459 0.431 0.665
C -5.809 0.243 -0.062
C -5.662 0.290 -1.564
C -4.742 -0.537 -2.207
C -4.574 -0.496 -3.580
C -5.336 0.389 -4.329
Cl -5.117 0.454 -6.049
C -6.266 1.211 -3.721
C -6.423 1.154 -2.341
C -3.272 1.052 2.788
N -1.912 1.067 2.244
C -1.373 0.344 1.273
N -0.078 0.624 1.178
C 0.123 1.555 2.154
N -0.962 1.839 2.823
H -5.551 4.487 0.502
H -6.439 3.477 1.617
H -6.029 2.885 -0.012
H -3.163 4.252 0.101
H -3.640 2.763 -0.709
H -2.314 2.761 0.472
H -4.098 4.890 2.299
H -2.889 3.737 2.843
H -4.559 3.624 3.431
H -6.317 1.578 2.280
H -4.165 -0.537 1.084
H -3.708 0.699 -0.078
H -6.539 0.991 0.243
H -6.239 -0.717 0.228
H -4.154 -1.242 -1.628
H -3.870 -1.150 -4.076
H -6.863 1.887 -4.318
H -7.158 1.796 -1.871
H -3.481 0.049 3.159
H -3.259 1.722 3.641
H -1.913 -0.352 0.652
H 1.077 2.009 2.363

The calculation puts the largest force on an atom at 0.94 eV/Å. The calculation puts the frontier orbital gap (spin up / spin down) at 0.1771 / 0.1771 Ha. As for the highest occupied orbital energy (spin up / spin down): -12.40 / -12.40 eV. The charge is +2. As for the relative energy (zero: lowest compared OMol25 entry of this formula, charge and spin): 0.217 eV. As for the spin multiplicity: 1.